1.
Here is 2 unconnected molecules or ions with the total composition C4H10N2O2 at a distorted geometry from the OMol25 dataset. Energies are from wB97M-V/def2-TZVPD.

ΔE to the lowest compared entry with this formula, charge and spin ... 4.581 eV
Maximum force ... 1.7 eV Å⁻¹
Charge ... 0
E_HOMO ... -7.23 eV
Gap between HOMO and LUMO ... 7.545 eV

Last column: natural (NBO) charge in e.
Atoms and positions in Å:
C  1.038  -0.320  0.862  0.402
C  0.546  0.053  -1.441  -0.312
C  -1.406  0.343  0.525  -0.928
N  1.405  0.275  -0.281  -0.546
C  -0.665  -0.825  -1.026  0.720
N  1.478  0.157  2.042  -0.765
O  -1.723  -0.689  -1.934  -0.727
O  -0.394  -1.972  -0.621  -0.763
H  -2.047  0.220  -1.914  0.468
H  1.782  1.209  -0.201  0.385
H  0.779  -1.371  0.830  0.277
H  1.663  1.141  2.165  0.392
H  1.231  -0.351  2.875  0.412
H  1.088  -0.497  -2.212  0.224
H  0.238  1.024  -1.834  0.196
H  -1.162  0.397  1.588  0.181
H  -1.479  1.360  0.126  0.169
H  -2.373  -0.152  0.452  0.215

2.
Here is C4H10N2O2 in the gas phase at a distorted geometry from the OMol25 dataset. Energies are from wB97M-V/def2-TZVPD.

ΔE to the lowest compared entry with this formula, charge and spin ... 1.747 eV
Structure (SMILES) ... NCCNCC(=O)O
Maximum force ... 2.0 eV Å⁻¹
Charge ... 0
E_HOMO ... -9.41 eV
Gap between HOMO and LUMO ... 10.144 eV

Last column: natural (NBO) charge in e.
Atoms and positions in Å:
N  3.078  1.381  0.932  -0.862
C  1.622  1.387  0.843  -0.227
C  1.103  0.019  1.349  -0.221
N  -0.267  -0.270  0.893  -0.647
C  -0.269  -0.872  -0.454  -0.346
C  -1.597  -0.757  -1.153  0.774
O  -1.875  -1.403  -2.124  -0.563
O  -2.446  0.176  -0.691  -0.682
H  3.479  1.823  0.119  0.373
H  3.439  1.670  1.824  0.370
H  1.266  1.537  -0.168  0.191
H  1.163  2.082  1.546  0.178
H  1.767  -0.775  1.017  0.176
H  1.071  0.024  2.437  0.191
H  -0.709  -0.931  1.518  0.359
H  0.402  -0.242  -1.026  0.222
H  0.092  -1.895  -0.434  0.211
H  -2.305  0.388  0.241  0.504

3.
Here is 2 unconnected molecules or ions with the total composition C4H10N2O2 at a distorted geometry from the OMol25 dataset. Energies are from wB97M-V/def2-TZVPD.

ΔE to the lowest compared entry with this formula, charge and spin ... 1.813 eV
Maximum force ... 5.0 eV Å⁻¹
Charge ... +1
E_HOMO (spin up / spin down) ... -15.09 / -14.68 eV
Multiplicity ... 2
Gap between HOMO and LUMO (spin up / spin down) ... 11.845 / 6.263 eV

Last column: natural (NBO) charge in e.
Atoms and positions in Å:
C  -1.069  0.098  2.803  -0.695
C  -0.493  -0.084  1.396  0.686
O  0.373  0.655  0.829  -0.388
N  -0.711  -1.258  0.821  -0.712
H  -0.519  -1.359  -0.094  0.414
H  -1.339  -1.935  1.193  0.421
H  -1.644  -0.778  3.195  0.259
H  -1.774  0.929  2.995  0.283
H  -0.165  0.239  3.302  0.259
C  0.139  1.044  -2.409  -0.751
C  0.786  -0.204  -1.933  0.659
O  0.238  -1.300  -2.077  -0.512
N  1.806  -0.156  -0.992  -0.561
H  2.322  -0.873  -0.676  0.409
H  2.201  0.686  -0.538  0.431
H  0.527  1.218  -3.379  0.270
H  0.278  1.962  -1.915  0.252
H  -0.956  1.116  -2.523  0.276

4.
Here is a gas-phase ion, C4H10N2O2P (charge +1) at a distorted geometry from the OMol25 dataset. Energies are from wB97M-V/def2-TZVPD.

ΔE to the lowest compared entry with this formula, charge and spin ... 0.734 eV
Structure (SMILES) ... C[C@@H]1NC(=O)[NH+]=[P@]1(C)O
Maximum force ... 5.6 eV Å⁻¹
Charge ... +1
E_HOMO ... -14.33 eV
Gap between HOMO and LUMO ... 10.824 eV

Last column: natural (NBO) charge in e.
Atoms and positions in Å:
C  -0.263  2.278  -0.108  -0.666
C  0.311  1.096  0.629  -0.063
N  1.705  0.741  0.449  -0.691
C  2.157  -0.508  0.078  0.818
O  3.264  -0.800  -0.187  -0.521
N  1.072  -1.539  -0.258  -0.995
P  -0.484  -0.839  -0.156  1.809
C  -1.880  -1.688  0.597  -0.979
O  -1.152  -0.812  -1.544  -0.961
H  -1.293  2.465  0.222  0.250
H  -0.271  2.257  -1.178  0.233
H  0.349  3.080  0.125  0.247
H  0.029  1.025  1.695  0.228
H  2.430  1.537  0.349  0.456
H  1.320  -2.443  -0.562  0.455
H  -1.875  -2.005  1.672  0.291
H  -2.017  -2.552  0.090  0.267
H  -2.728  -0.932  0.334  0.286
H  -0.675  -0.361  -2.247  0.536

5.
Here is 2 unconnected molecules or ions with the total composition C4H10N2O3S at a distorted geometry from the OMol25 dataset. Energies are from wB97M-V/def2-TZVPD.

ΔE to the lowest compared entry with this formula, charge and spin ... 6.705 eV
Maximum force ... 6.4 eV Å⁻¹
Charge ... 0
E_HOMO (spin up / spin down) ... -9.61 / -9.60 eV
Gap between HOMO and LUMO (spin up / spin down) ... 7.829 / 8.549 eV

Last column: natural (NBO) charge in e.
Atoms and positions in Å:
C  0.499  -0.042  -0.013  0.204
C  -1.998  1.184  0.068  -0.503
C  -2.193  -0.696  -1.403  -0.466
C  2.906  -0.246  -0.142  -0.469
N  -1.504  0.484  -1.062  -0.221
N  1.635  0.055  -0.630  -0.543
O  -0.581  -0.236  2.453  -0.950
O  1.328  -1.610  1.863  -0.965
O  1.606  0.818  2.087  -0.961
S  0.682  -0.291  1.840  2.360
H  -1.260  1.898  0.315  0.216
H  -2.857  1.754  -0.133  0.222
H  -2.080  0.613  1.044  0.241
H  -3.087  -0.158  -1.869  0.241
H  -1.676  -1.329  -2.152  0.210
H  -2.553  -1.477  -0.645  0.208
H  3.133  0.729  0.402  0.259
H  3.632  -0.371  -0.872  0.213
H  2.887  -1.114  0.550  0.278
H  1.482  0.036  -1.701  0.426

6.
Here is a molecular structure, C4H10N2OS at a distorted geometry from the OMol25 dataset. Energies are from wB97M-V/def2-TZVPD.

ΔE to the lowest compared entry with this formula, charge and spin ... 5.615 eV
Maximum force ... 4.1 eV Å⁻¹
Charge ... 0
E_HOMO ... -8.76 eV
Gap between HOMO and LUMO ... 8.805 eV

Last column: natural (NBO) charge in e.
Atoms and positions in Å:
C  1.508  0.086  -0.025  -0.252
C  0.684  -0.877  0.138  0.009
C  1.189  1.556  -0.035  -0.689
C  0.901  -2.331  0.022  -0.688
N  -1.631  0.994  1.463  -1.165
N  -1.637  1.150  -1.104  -1.039
O  -2.353  -0.940  -0.174  -0.972
S  -1.465  0.165  0.171  1.970
H  2.617  -0.180  -0.001  0.199
H  0.683  1.696  -1.090  0.242
H  0.459  1.760  0.756  0.252
H  2.215  1.908  0.132  0.228
H  0.141  -2.743  -0.821  0.245
H  0.729  -2.924  0.903  0.227
H  1.959  -2.481  -0.177  0.232
H  -1.811  0.291  2.254  0.394
H  -1.781  2.050  -0.801  0.396
H  -2.408  0.820  -1.612  0.412

7.
Here is 2 unconnected molecules or ions with the total composition C4H10N2OS at a distorted geometry from the OMol25 dataset. Energies are from wB97M-V/def2-TZVPD.

ΔE to the lowest compared entry with this formula, charge and spin ... 4.131 eV
Maximum force ... 5.2 eV Å⁻¹
Charge ... +1
E_HOMO (spin up / spin down) ... -13.24 / -13.11 eV
Multiplicity ... 2
Gap between HOMO and LUMO (spin up / spin down) ... 4.486 / 4.776 eV

Last column: natural (NBO) charge in e.
Atoms and positions in Å:
N  4.610  -0.480  -1.224  -1.001
C  -0.789  0.149  0.531  0.259
C  0.558  -0.536  0.629  -0.719
S  2.080  0.444  0.799  0.238
C  -1.815  -0.402  -0.227  0.390
N  -2.959  0.271  -0.634  -0.421
C  -3.261  1.584  -0.070  -0.468
O  -1.864  -1.666  -0.431  -0.352
H  3.631  -0.638  -0.973  0.326
H  4.729  0.445  -0.816  0.355
H  5.146  -1.137  -0.663  0.368
H  -0.769  1.219  0.722  0.239
H  0.541  -1.247  1.450  0.323
H  0.562  -1.053  -0.339  0.325
H  -3.740  -0.375  -0.583  0.433
H  -2.377  2.217  -0.084  0.211
H  -3.648  1.642  0.962  0.234
H  -4.045  2.139  -0.582  0.259

8.
Here is a molecular structure, C4H10N2S at a distorted geometry from the OMol25 dataset. Energies are from wB97M-V/def2-TZVPD.

ΔE to the lowest compared entry with this formula, charge and spin ... 6.060 eV
Maximum force ... 4.3 eV Å⁻¹
Charge ... 0
E_HOMO ... -8.37 eV
Gap between HOMO and LUMO ... 8.579 eV

Last column: natural (NBO) charge in e.
Atoms and positions in Å:
C  1.182  -2.407  -1.341  -0.479
C  1.210  -1.156  -1.592  -0.293
C  -1.191  1.800  1.013  -0.643
C  -0.843  0.760  0.042  -0.583
N  0.502  -1.176  1.415  -1.190
N  1.698  1.092  1.031  -1.124
S  0.775  -0.003  0.491  1.697
H  1.315  -3.316  -2.079  0.222
H  1.273  -2.684  -0.268  0.250
H  1.128  -0.525  -2.546  0.213
H  -1.714  1.405  1.891  0.229
H  -0.356  2.386  1.334  0.232
H  -2.071  2.406  0.560  0.223
H  -0.596  1.166  -0.913  0.214
H  -1.555  -0.148  -0.057  0.258
H  0.998  -1.274  2.410  0.420
H  1.539  1.945  0.572  0.355

9.
Here is a molecular structure, C4H10N2S at a distorted geometry from the OMol25 dataset. Energies are from wB97M-V/def2-TZVPD.

ΔE to the lowest compared entry with this formula, charge and spin ... 5.998 eV
Maximum force ... 8.5 eV Å⁻¹
Charge ... 0
E_HOMO ... -8.06 eV
Gap between HOMO and LUMO ... 8.273 eV

Last column: natural (NBO) charge in e.
Atoms and positions in Å:
C  1.094  1.410  -0.307  -0.645
C  1.909  0.214  -0.308  -0.387
C  1.400  -1.157  0.238  -0.556
C  -1.485  -1.223  0.174  -0.352
H  1.813  2.294  -0.530  0.231
H  0.666  1.438  0.745  0.189
H  0.034  1.236  -0.739  0.224
H  2.759  0.325  -1.380  0.179
H  2.594  0.734  0.447  0.211
H  1.047  -0.999  1.287  0.220
H  2.134  -1.986  0.097  0.243
H  -1.736  -1.510  1.362  0.209
H  -3.857  0.838  -0.613  0.379
H  -3.231  0.026  0.939  0.342
N  -2.136  -0.200  -0.767  -0.129
N  -2.983  0.505  -0.085  -0.570
S  -0.022  -1.945  -0.559  0.213

10.
Here is 2 unconnected molecules or ions with the total composition C4H10N3 at a distorted geometry from the OMol25 dataset. Energies are from wB97M-V/def2-TZVPD.

ΔE to the lowest compared entry with this formula, charge and spin ... 6.284 eV
Maximum force ... 3.3 eV Å⁻¹
Charge ... +1
E_HOMO (spin up / spin down) ... -13.60 / -13.58 eV
Gap between HOMO and LUMO (spin up / spin down) ... 8.265 / 7.261 eV

Last column: natural (NBO) charge in e.
Atoms and positions in Å:
C  -0.703  0.747  -1.234  -0.125
C  -1.291  0.476  -0.062  -0.072
C  0.818  0.577  -1.052  0.050
C  -0.540  -0.954  1.803  -0.448
N  0.905  0.147  0.298  -0.382
N  1.372  -0.493  -1.807  -0.820
N  -0.308  0.142  0.871  -0.103
H  -1.252  1.033  -2.069  0.249
H  -2.313  0.244  0.094  0.258
H  1.337  1.456  -1.295  0.218
H  0.190  -1.687  1.545  0.246
H  -0.507  -0.569  2.858  0.255
H  -1.448  -1.551  1.663  0.255
H  1.756  0.483  0.846  0.439
H  1.288  -0.304  -2.835  0.397
H  1.087  -1.422  -1.412  0.389
H  -0.389  1.674  1.788  0.194

11.
Here is a gas-phase ion, C4H10N3 (charge +1) at a distorted geometry from the OMol25 dataset. Energies are from wB97M-V/def2-TZVPD.

ΔE to the lowest compared entry with this formula, charge and spin ... 1.177 eV
Structure (SMILES) ... [H]/N=C/[C@H](C)C(N)=[NH2+]
Maximum force ... 3.3 eV Å⁻¹
Charge ... +1
E_HOMO ... -14.11 eV
Gap between HOMO and LUMO ... 10.532 eV

Last column: natural (NBO) charge in e.
Atoms and positions in Å:
H  1.249  -0.007  2.877  0.384
N  1.117  0.116  1.818  -0.613
C  0.062  0.729  1.432  0.143
C  -0.330  0.659  -0.044  -0.371
C  -1.832  0.380  0.092  -0.601
C  0.544  -0.363  -0.691  0.619
N  0.201  -1.567  -1.008  -0.700
N  1.790  0.023  -1.085  -0.709
H  -0.615  1.293  2.031  0.187
H  -0.178  1.711  -0.598  0.264
H  -2.317  0.440  -0.944  0.240
H  -2.205  1.178  0.717  0.245
H  -1.952  -0.649  0.484  0.214
H  0.875  -2.116  -1.580  0.426
H  -0.623  -2.102  -0.635  0.449
H  2.422  -0.659  -1.478  0.412
H  1.792  0.934  -1.389  0.411

12.
Here is a gas-phase ion, C4H10N3 (charge +1) at a distorted geometry from the OMol25 dataset. Energies are from wB97M-V/def2-TZVPD.

ΔE to the lowest compared entry with this formula, charge and spin ... 1.397 eV
Structure (SMILES) ... C/C(=C\N)NC=[NH2+]
Maximum force ... 4.0 eV Å⁻¹
Charge ... +1
E_HOMO ... -11.77 eV
Gap between HOMO and LUMO ... 8.430 eV

Last column: natural (NBO) charge in e.
Atoms and positions in Å:
C  -0.583  1.337  0.074  -0.665
C  -0.502  -0.138  -0.074  -0.009
C  -1.561  -0.932  -0.073  0.061
N  -2.844  -0.646  0.203  -0.776
N  0.818  -0.570  -0.248  -0.457
C  1.929  0.026  0.039  0.361
N  3.105  -0.588  0.099  -0.736
H  0.420  1.699  0.599  0.199
H  -1.332  1.872  0.713  0.257
H  -0.809  1.838  -0.840  0.244
H  -1.399  -1.973  -0.306  0.201
H  -3.264  0.267  0.300  0.410
H  -3.538  -1.368  -0.059  0.411
H  0.959  -1.626  -0.338  0.416
H  1.959  1.114  0.102  0.234
H  4.058  -0.250  0.297  0.454
H  3.095  -1.538  -0.157  0.395

no.,molecular weight (u)
1,118.14
2,118.14
3,118.14
4,149.11
5,166.20
6,134.20
7,134.20
8,118.20
9,118.20
10,100.14
11,100.14
12,100.14